(1)
Density functional theory data (ωB97M-V with the def2-TZVPD basis set) for a molecular structure, C18H22N4O5RuS3.

```
53
Properties=species:S:1:pos:R:3:forces:R:3
Ru -1.1140 -0.1027 0.2986 0.0 -0.5 -0.1
S -2.4142 -1.9053 -0.6769 0.0 0.2 0.0
S 2.6001 -2.9454 1.9536 -0.1 0.1 -0.1
S 0.1858 -1.9222 3.3054 -0.1 0.1 -0.1
O 0.5531 2.0548 1.0335 -0.1 0.0 0.0
O -1.5144 0.5352 2.5602 0.1 0.2 -0.4
O 1.2520 0.7999 -3.7285 0.0 0.0 0.0
O -2.3071 1.7406 0.8603 0.4 -0.2 0.1
O 0.3842 -0.0439 -1.4345 0.0 0.1 0.3
N -4.2351 0.1140 -1.1445 -0.1 0.1 0.2
N 0.8536 -1.2592 0.8275 -0.1 -0.1 0.2
N -2.7911 -0.0876 -2.7167 0.2 0.1 -0.2
N 1.7508 -1.3904 -0.1168 0.0 0.1 -0.3
C -3.1349 -0.5695 -1.5071 -0.4 -0.2 -0.2
C 1.1710 -1.9748 1.9120 0.1 0.1 -0.1
C 2.2722 -0.0438 -3.5261 0.0 0.0 0.1
C 4.2984 -1.0019 -4.3809 0.0 0.0 0.0
C -4.9346 -0.0677 0.1279 0.0 0.0 -0.1
C 2.1676 -3.7316 3.5275 0.0 0.0 0.0
C -1.5289 1.5871 1.8603 -0.3 0.4 0.4
C -0.3808 2.6031 2.0124 0.0 0.0 0.0
C 3.5523 -1.6386 -2.2020 -0.1 0.0 0.1
C -4.5627 1.0327 -2.1232 0.0 0.0 0.2
C 1.4268 -2.7134 4.3621 0.0 0.0 0.1
C 2.4301 -0.7896 -2.3347 0.1 -0.1 0.0
C -0.7731 3.9955 1.5752 0.0 0.1 0.0
C 1.4444 -0.6963 -1.2821 0.1 -0.1 -0.1
C 0.2243 2.5707 3.3962 0.1 0.0 0.0
C 3.2196 -0.1609 -4.5400 0.1 0.0 -0.1
C 4.4727 -1.7492 -3.2083 0.1 0.0 -0.1
C -3.6582 0.9072 -3.1147 0.1 0.0 0.0
H -0.4777 2.9700 4.1282 0.0 0.0 0.0
H -1.9932 -0.4270 -3.2286 0.0 0.0 0.0
H 5.3255 -2.4059 -3.1011 0.0 0.0 0.0
H 3.0913 -4.0554 4.0045 0.0 0.0 0.0
H -4.2752 0.2025 0.9463 0.1 0.0 0.0
H 3.0809 0.4272 -5.4384 0.0 0.0 0.0
H -5.8040 0.5825 0.1323 0.0 0.0 0.0
H 0.0995 4.6499 1.6035 0.0 0.0 0.0
H 2.0905 -1.9318 4.7292 0.0 0.0 0.0
H -1.5374 4.3988 2.2434 0.0 0.0 0.0
H 1.1240 3.1914 3.4181 0.0 0.0 0.0
H 5.0249 -1.0848 -5.1805 0.0 0.0 0.0
H 3.6645 -2.2062 -1.2895 0.0 0.0 0.0
H 0.9024 -3.1660 5.2021 0.0 0.0 0.0
H 1.5502 -4.6014 3.3090 0.0 0.0 0.0
H 1.4131 1.9437 1.4515 0.0 0.0 0.1
H -5.2470 -1.1038 0.2295 0.0 0.0 0.0
H 0.7111 0.8031 -2.9180 -0.1 0.0 0.0
H -1.1719 3.9736 0.5643 0.0 0.0 0.0
H -5.3986 1.7035 -2.0229 0.0 -0.1 0.0
H 0.4704 1.5489 3.6850 0.0 0.0 0.0
H -3.5529 1.4404 -4.0435 0.0 -0.1 0.0
```
Positions in Å, forces in eV/Å.

Orbital gap (spin up / spin down) (eV): 7.669 / 5.975
Total energy (Eh): -2583.54523
Charge: +1
Max |F| (eV/Å): 0.59
2S+1: 6
HOMO (spin up / spin down) (eV): -10.666 / -11.277

For reference, the Löwdin charges in units of e are:
1 Ru 1.153
2 S 0.616
3 S 1.011
4 S 1.033
5 O -0.040
6 O -0.096
7 O 0.096
8 O -0.084
9 O -0.104
10 N -0.108
11 N -0.152
12 N 0.085
13 N 0.052
14 C -0.781
15 C -0.882
16 C -0.243
17 C -0.040
18 C -0.005
19 C -0.489
20 C -0.661
21 C -0.530
22 C -0.016
23 C -0.019
24 C -0.480
25 C -0.076
26 C -0.012
27 C -0.362
28 C -0.013
29 C 0.005
30 C -0.068
31 C -0.036
32 H 0.105
33 H 0.157
34 H 0.110
35 H 0.091
36 H 0.074
37 H 0.128
38 H 0.101
39 H 0.095
40 H 0.089
41 H 0.101
42 H 0.099
43 H 0.117
44 H 0.104
45 H 0.092
46 H 0.087
47 H 0.100
48 H 0.094
49 H 0.074
50 H 0.086
51 H 0.136
52 H 0.078
53 H 0.130

(2)
Density functional theory data (ωB97M-V with the def2-TZVPD basis set) for a molecular structure, C5H14NO2 at a distorted geometry.

```
22
Properties=species:S:1:pos:R:3:forces:R:3
O 1.0022 0.2015 -1.4476 1.9 1.4 -1.7
O -2.2042 -0.4585 -0.7452 0.0 2.1 -0.5
N 0.0145 -1.7722 -0.2458 0.5 -2.0 -2.1
C -1.8435 1.7568 0.3462 2.0 -2.2 1.9
C 0.0654 -0.6132 0.5325 -2.0 4.5 1.2
C 1.1380 0.3672 -0.0102 -1.7 -0.7 -1.1
C 2.4978 -0.0523 0.4817 0.2 -2.1 -3.1
C -1.7945 0.2318 0.4546 2.5 -2.0 -2.7
H -2.0327 0.1747 -1.5255 -0.4 -1.5 1.6
H -0.9382 -1.9152 -0.4963 -1.8 0.8 -1.7
H -0.9787 2.0520 1.0938 -2.1 0.4 -1.6
H 3.1183 -0.3781 -0.4408 -0.9 0.4 1.5
H -2.3584 -0.1854 1.2531 -0.1 -0.4 0.8
H 0.1091 -2.6795 0.1445 1.3 -0.9 1.5
H -2.8601 2.0324 0.6177 0.3 0.5 0.2
H 2.4078 -0.9221 1.1122 0.2 -0.2 0.3
H 0.7139 1.3531 0.1544 0.9 0.3 0.7
H 3.0642 0.6529 0.9472 1.4 2.2 1.5
H 1.6839 0.7807 -1.9895 -2.0 -1.7 1.9
H -1.6605 1.9280 -0.6985 0.5 1.0 -0.3
H 0.6339 -1.7366 -1.0954 -0.8 0.4 0.5
H 0.2219 -0.8180 1.5567 0.2 -0.3 1.0
```
Positions in Å, forces in eV/Å.

Orbital gap (eV): 10.496
Total energy (Eh): -403.79979
Charge: +1
Relative energy (zero: lowest compared OMol25 entry of this formula, charge and spin) (kcal/mol): 88.8
Max |F| (eV/Å): 5.11
HOMO (eV): -13.568

For reference, the Löwdin charges in units of e are:
1 O -0.107
2 O -0.099
3 N 0.187
4 C -0.029
5 C -0.137
6 C -0.365
7 C -0.009
8 C -0.193
9 H 0.147
10 H 0.132
11 H 0.133
12 H 0.132
13 H 0.115
14 H 0.171
15 H 0.094
16 H 0.080
17 H 0.120
18 H 0.051
19 H 0.183
20 H 0.074
21 H 0.196
22 H 0.124

(3)
Density functional theory data (ωB97M-V with the def2-TZVPD basis set) for a single C3H3NO2S molecule at a distorted geometry.

```
10
Properties=species:S:1:pos:R:3:forces:R:3
S 0.5039 -1.4952 0.0385 -0.9 0.9 0.2
O -1.1723 -1.1770 0.1194 0.3 -0.8 -1.1
O -3.0359 1.7590 -0.2859 -2.0 3.1 -1.2
N 2.4060 -0.0663 -0.6559 1.2 0.0 0.9
C -2.2788 0.9842 0.0306 0.7 -1.9 -0.5
C -1.6569 -0.0035 0.5661 1.0 -1.0 2.3
C 1.1051 -0.0024 -0.4350 -0.3 -0.2 -0.4
H 2.8852 -0.8693 -0.2462 0.6 0.4 -0.6
H 3.0048 0.7628 -0.7657 -0.9 -0.5 -0.1
H -1.7612 0.1075 1.6342 0.3 0.0 0.5
```
Positions in Å, forces in eV/Å.

Orbital gap (eV): 8.821
Total energy (Eh): -719.38585
Relative energy (zero: lowest compared OMol25 entry of this formula, charge and spin) (kcal/mol): 122.0
Max |F| (eV/Å): 3.92
HOMO (eV): -8.637

For reference, the Löwdin charges in units of e are:
1 S 0.959
2 O -0.462
3 O 0.218
4 N -0.081
5 C -0.187
6 C -0.291
7 C -0.465
8 H 0.074
9 H 0.105
10 H 0.130